DFT (ωB97M-V/def2-TZVPD) results for C16H19BBeN6S as an isolated structure at a distorted geometry.

CARTESIAN COORDINATES (ANGSTROEM)
1 H 0.8152 3.1034 0.2155
2 N 0.5830 1.7247 -1.3175
3 B 0.1990 0.4419 -3.4511
4 N 0.5617 1.7712 -2.7008
5 C 0.8255 3.0342 -3.1014
6 Be 0.3109 0.2334 -0.6775
7 H 0.8820 3.2812 -4.1587
8 C 0.9834 3.8246 -1.9586
9 H 1.1778 4.8788 -1.9029
10 C 0.8094 2.9687 -0.8603
11 H 0.1818 0.5822 -4.6380
12 C -1.7108 -2.3287 2.3770
13 H -1.3748 -2.9647 3.2073
14 H -0.8443 -2.1172 1.7367
15 H -2.5015 -2.8031 1.7781
16 N -1.1663 0.0086 -2.8162
17 N 1.1334 -0.6839 -2.9238
18 N -1.2278 -0.1047 -1.4325
19 N 1.1883 -0.8600 -1.5536
20 C -2.3647 -0.2409 -3.3550
21 C 1.9326 -1.5879 -3.5105
22 H -2.4801 -0.1581 -4.4389
23 H 2.0259 -1.5594 -4.5868
24 C -3.2511 -0.5270 -2.3124
25 C 2.4906 -2.3931 -2.5118
26 C -2.5104 -0.4304 -1.1230
27 C 1.9888 -1.9039 -1.3039
28 H -4.2992 -0.7412 -2.3963
29 H 3.1627 -3.2138 -2.6494
30 H -2.8325 -0.5461 -0.1020
31 H 2.1578 -2.2044 -0.2745
32 H -2.1114 -1.3984 2.7965
33 S 1.4819 0.3302 1.2497
34 C 0.8611 0.3265 2.8422
35 C 1.2860 -0.7050 3.7184
36 C 0.8196 -0.8133 5.0214
37 C -0.1007 0.1193 5.5299
38 C -0.4477 1.2123 4.7196
39 C 0.0150 1.3161 3.4036
40 H 2.0101 -1.4131 3.3181
41 H 1.1654 -1.6362 5.6558
42 H -0.4902 0.0107 6.5447
43 H -1.0980 1.9825 5.1478
44 H -0.2375 2.1840 2.7948

Values from the calculation:
ΔE to the lowest compared entry with this formula, charge and spin: 0.00 kJ/mol
E_HOMO: -7.209 eV
orbital gap: 7.749 eV
maximum force: 2.5 eV/Å
E_LUMO: 0.0198 Eh

***

DFT (ωB97M-V/def2-TZVPD) results for C16H19BCrN6 as an isolated structure at a distorted geometry.

CARTESIAN COORDINATES (ANGSTROEM)
1 C -1.3349 -1.9486 -1.4771
2 N -1.0997 -1.1352 -0.4197
3 N -2.1230 -0.1939 -0.3320
4 C -2.9957 -0.4499 -1.3019
5 C -2.5354 -1.5374 -2.0378
6 B -2.1026 0.9520 0.7500
7 N -1.7981 0.3955 2.1521
8 N -0.7538 -0.4950 2.3454
9 C -0.7506 -0.8210 3.6742
10 C -1.8095 -0.1571 4.2903
11 C -2.4393 0.5916 3.3039
12 Cr 0.2920 -0.7149 0.7375
13 N -1.0621 2.0457 0.4051
14 N 0.2747 1.7349 0.3196
15 C 0.8884 2.8978 -0.0479
16 C -0.0668 3.9260 -0.1778
17 C -1.2845 3.3446 0.1307
18 H 1.9544 3.0414 -0.2280
19 H -2.2978 3.7337 0.1695
20 H 0.0726 4.9617 -0.4682
21 H -3.1913 1.4520 0.7560
22 H -3.3015 1.2404 3.3260
23 H -3.8818 0.1601 -1.3383
24 H -2.1045 -0.1890 5.3197
25 H -2.9883 -1.9757 -2.8965
26 H -0.0431 -1.4847 4.1569
27 H -0.5902 -2.6868 -1.7970
28 H 1.7170 0.1474 1.4069
29 C 2.1306 -0.7570 1.8619
30 H 2.0193 -0.6318 2.9092
31 H 1.6889 -1.6939 1.6099
32 H 3.1303 -0.7578 1.4912
33 C 3.0207 -1.2819 -3.6141
34 C 3.5444 -1.7593 -2.4039
35 C 2.7942 -1.6669 -1.1921
36 C 1.5492 -1.0573 -1.2242
37 C 1.0421 -0.5496 -2.3963
38 C 1.7575 -0.6870 -3.6184
39 H 3.5851 -1.3565 -4.5436
40 H 4.5444 -2.2005 -2.3713
41 H 3.2093 -2.0446 -0.2502
42 H 0.0544 -0.0785 -2.4496
43 H 1.2851 -0.3132 -4.5301

Values from the calculation:
E_HOMO (spin up / spin down): -15.253 / -15.249 eV
orbital gap (spin up / spin down): 6.448 / 4.764 eV
2S+1: 5
maximum force: 3.7 eV/Å
charge: +2
E_LUMO (spin up / spin down): -0.3236 / -0.3853 Eh

***

DFT (ωB97M-V/def2-TZVPD) results for C16H19BrClN2O2Pt as an isolated structure.

CARTESIAN COORDINATES (ANGSTROEM)
1 Pt -1.0847 -1.2147 -0.7270
2 C -4.2380 0.6779 1.8156
3 C -3.3762 -0.3264 1.1237
4 O -2.2502 -0.0041 0.7465
5 C -3.8618 -1.7070 0.9083
6 C -3.0144 -2.7750 1.1956
7 C -3.4405 -4.0714 0.9693
8 C -4.7040 -4.3008 0.4373
9 C -5.5516 -3.2390 0.1579
10 C -5.1398 -1.9385 0.4088
11 H -3.6887 1.6023 1.9651
12 H -4.5927 0.2756 2.7649
13 H -5.1272 0.8724 1.2117
14 H -2.0436 -2.5815 1.6372
15 H -2.7941 -4.9057 1.2037
16 H -5.0329 -5.3132 0.2458
17 H -6.5358 -3.4234 -0.2496
18 H -5.8033 -1.1120 0.1914
19 Cl 1.9214 3.4778 -1.9149
20 C 0.5097 2.5501 -2.2470
21 C -0.3784 2.9272 -3.2402
22 C -1.4944 2.1376 -3.4571
23 C -1.6819 1.0059 -2.6871
24 N -0.8151 0.6588 -1.7309
25 C 0.2653 1.4083 -1.5068
26 H -0.1928 3.8161 -3.8266
27 H -2.2124 2.3907 -4.2235
28 H -2.5281 0.3481 -2.8333
29 H 0.9354 1.0939 -0.7178
30 Br -0.7529 -2.7655 -2.5140
31 C 2.3954 -2.5805 -0.5654
32 N 1.9029 -2.9406 0.7582
33 C 2.4745 -4.1319 1.3745
34 C 0.9571 -2.2566 1.3636
35 O 0.3770 -1.2495 0.9001
36 H 3.4832 -2.5379 -0.5288
37 H 1.9950 -1.6141 -0.8508
38 H 2.0823 -3.3264 -1.2954
39 H 2.1840 -5.0194 0.8129
40 H 2.1213 -4.2214 2.3989
41 H 3.5606 -4.0519 1.3783
42 H 0.7100 -2.6109 2.3701

Values from the calculation:
ΔE to the lowest compared entry with this formula, charge and spin: 0.00 kJ/mol
E_HOMO (spin up / spin down): -11.360 / -11.887 eV
orbital gap (spin up / spin down): 8.595 / 7.570 eV
2S+1: 3
maximum force: 0.6 eV/Å
charge: +1
E_LUMO (spin up / spin down): -0.1016 / -0.1587 Eh

***

DFT (ωB97M-V/def2-TZVPD) results for C16H19Cl3CoN4O5 as an isolated structure.

CARTESIAN COORDINATES (ANGSTROEM)
1 Co -1.0101 0.8400 0.7477
2 Cl -3.1074 -3.3120 6.0059
3 C -2.6233 -2.6245 4.4865
4 C -2.1192 -1.3372 4.4480
5 C -1.7482 -0.8364 3.2176
6 Cl -1.0927 0.7958 3.1058
7 C -1.8414 -1.5258 2.0006
8 O -1.4953 -1.0132 0.8547
9 C -2.3614 -2.8318 2.1158
10 Cl -2.5096 -3.7735 0.6697
11 C -2.7458 -3.3739 3.3255
12 H -2.0212 -0.7469 5.3473
13 H -3.1413 -4.3787 3.3616
14 C -0.8852 -1.3164 -2.2662
15 C -1.1911 0.1338 -2.2284
16 N -1.2469 0.8979 -1.1533
17 C -1.5860 2.1643 -1.5537
18 C -1.7458 2.1773 -2.9042
19 N -1.4926 0.8885 -3.3058
20 C -2.0853 3.2237 -3.8986
21 O -2.3134 4.4293 -3.4252
22 O -2.1311 2.9358 -5.0709
23 C -1.7087 3.1983 -0.4869
24 O -2.0115 4.3520 -0.7869
25 O -1.4812 2.7386 0.6860
26 H -1.0541 -1.7338 -1.2754
27 H 0.1520 -1.4810 -2.5632
28 H -1.5380 -1.8282 -2.9731
29 H -1.5400 0.5978 -4.2705
30 H -2.2155 4.4733 -2.4233
31 C 3.3755 -1.2310 -1.2872
32 C 3.0872 -0.2415 -0.1635
33 C 3.8186 1.0718 -0.4221
34 C 3.5151 -0.8432 1.1781
35 N 1.6297 0.0026 -0.2300
36 N 1.1223 0.9481 0.7162
37 H 4.4342 -1.4903 -1.3060
38 H 3.1027 -0.8027 -2.2517
39 H 2.8092 -2.1551 -1.1474
40 H 4.8742 0.8782 -0.6137
41 H 3.7663 1.7484 0.4330
42 H 3.4007 1.5744 -1.2957
43 H 4.5847 -1.0559 1.1794
44 H 2.9856 -1.7792 1.3694
45 H 3.3310 -0.1652 2.0148
46 H 1.1393 -0.8645 -0.0248
47 H 1.3989 1.8777 0.4200
48 H 1.5157 0.7941 1.6440

Values from the calculation:
ΔE to the lowest compared entry with this formula, charge and spin: 0.00 kJ/mol
E_HOMO (spin up / spin down): -8.306 / -8.325 eV
orbital gap (spin up / spin down): 8.436 / 8.432 eV
2S+1: 2
maximum force: 0.9 eV/Å
E_LUMO (spin up / spin down): 0.0048 / 0.0039 Eh

***

DFT (ωB97M-V/def2-TZVPD) results for a single C16H19ClFN5OS molecule at a distorted geometry.

CARTESIAN COORDINATES (ANGSTROEM)
1 C -5.2378 -1.8536 -0.2504
2 C -4.5402 -0.5574 -0.3727
3 N -5.1130 0.5615 -0.6293
4 N -4.2877 1.6025 -0.6979
5 C -3.0565 1.2786 -0.4888
6 N -2.0239 2.1819 -0.5102
7 C -0.7284 1.8072 -0.2636
8 O -0.4623 0.6526 -0.0185
9 C 0.2450 2.9914 -0.3337
10 N 1.6623 2.7980 -0.2172
11 C 2.2119 2.4178 1.0658
12 C 2.2493 0.9039 1.2977
13 N 2.9658 0.2511 0.2122
14 C 3.1173 -1.1842 0.4149
15 C 1.8077 -1.9398 0.4354
16 C 1.0627 -2.0038 1.6099
17 C -0.2016 -2.5606 1.6497
18 C -0.7311 -3.0731 0.4815
19 F -1.9677 -3.6131 0.4934
20 C -0.0182 -3.0692 -0.7009
21 C 1.2458 -2.5018 -0.7094
22 Cl 2.1250 -2.5605 -2.1981
23 C 2.3890 0.5748 -1.0849
24 C 2.3501 2.0930 -1.2780
25 S -2.7927 -0.4177 -0.1741
26 H -5.0200 -2.3085 0.7142
27 H -4.8934 -2.5382 -1.0240
28 H -6.3081 -1.6988 -0.3521
29 H -2.2765 3.1394 -0.7091
30 H -0.0578 3.6858 0.4607
31 H 0.0629 3.4904 -1.2941
32 H 1.6405 2.8993 1.8621
33 H 3.2379 2.8010 1.0908
34 H 2.7896 0.7012 2.2273
35 H 1.2224 0.5278 1.3969
36 H 3.6339 -1.3241 1.3687
37 H 3.7583 -1.5598 -0.3859
38 H 1.4917 -1.6115 2.5196
39 H -0.7734 -2.5941 2.5630
40 H -0.4432 -3.4953 -1.5954
41 H 3.0279 0.1376 -1.8561
42 H 1.3756 0.1657 -1.1965
43 H 1.8822 2.3321 -2.2351
44 H 3.3785 2.4701 -1.2879

Values from the calculation:
E_HOMO: -8.384 eV
orbital gap: 8.913 eV
maximum force: 1.7 eV/Å
E_LUMO: 0.0194 Eh

***

DFT (ωB97M-V/def2-TZVPD) results for a single C16H19ClN2O3 molecule.

CARTESIAN COORDINATES (ANGSTROEM)
1 O -3.2418 -0.5618 -2.0602
2 C -2.4977 -0.9256 -1.1756
3 N -2.2030 -0.1781 -0.0870
4 C -2.4054 1.2511 -0.0774
5 C -1.1429 1.9459 -0.6301
6 C -1.0929 3.4407 -0.2963
7 C -0.2333 3.4664 0.9669
8 C 0.7387 2.3219 0.6917
9 O 0.0056 1.3480 -0.0292
10 C -1.7977 -2.2876 -1.2101
11 C -1.8541 -3.0480 0.1114
12 C -0.5867 -2.6434 0.8476
13 O -0.3721 -2.8224 2.0228
14 N 0.2525 -2.0494 -0.0567
15 C 1.4857 -1.4523 0.2221
16 C 1.8437 -1.1031 1.5240
17 C 3.0507 -0.4776 1.7679
18 C 3.9244 -0.1790 0.7364
19 C 3.5662 -0.5371 -0.5509
20 Cl 4.6371 -0.1881 -1.8643
21 C 2.3673 -1.1718 -0.8205
22 C -0.2894 -2.0587 -1.4043
23 H -1.4404 -0.4735 0.5051
24 H -2.5952 1.5682 0.9505
25 H -3.2664 1.4812 -0.7063
26 H -1.0958 1.7598 -1.7109
27 H -0.6000 3.9897 -1.0986
28 H -2.0877 3.8535 -0.1464
29 H -0.8384 3.2450 1.8466
30 H 0.2756 4.4149 1.1171
31 H 1.5839 2.6659 0.0794
32 H 1.1307 1.8476 1.5936
33 H -2.2285 -2.8483 -2.0407
34 H -2.7334 -2.8201 0.7123
35 H -1.8284 -4.1281 -0.0483
36 H 1.1803 -1.3289 2.3411
37 H 3.3143 -0.2115 2.7803
38 H 4.8634 0.3159 0.9250
39 H 2.1399 -1.4440 -1.8375
40 H -0.0846 -1.1064 -1.8992
41 H 0.1559 -2.8710 -1.9911

Values from the calculation:
ΔE to the lowest compared entry with this formula, charge and spin: 78.96 kJ/mol
E_HOMO: -8.736 eV
orbital gap: 9.449 eV
maximum force: 0.7 eV/Å
E_LUMO: 0.0262 Eh

***

DFT (ωB97M-V/def2-TZVPD) results for C16H19CuN7 as an isolated structure at a distorted geometry.

CARTESIAN COORDINATES (ANGSTROEM)
1 Cu -1.0927 -0.8192 1.7043
2 C -2.1550 -2.2375 6.8460
3 C -1.5467 -1.4244 5.7672
4 C -0.7191 -0.3174 5.8132
5 C -0.4587 0.0314 4.4852
6 N -1.0936 -0.8161 3.6657
7 N -1.7459 -1.6899 4.4628
8 C 0.3727 1.1427 3.9597
9 H -1.8666 -1.8518 7.8197
10 H -1.8306 -3.2749 6.7717
11 H -3.2418 -2.2196 6.7716
12 H -0.3507 0.1751 6.6904
13 H -2.3034 -2.4355 4.0776
14 H 0.8056 1.7209 4.7720
15 H -0.2347 1.8027 3.3403
16 H 1.1756 0.7461 3.3383
17 C -1.3447 1.6374 -0.6149
18 C -1.1468 0.2408 -1.0650
19 N -1.0932 -0.8165 -0.2632
20 C -0.9491 -1.9149 -1.0731
21 C -0.9165 -1.5068 -2.3691
22 N -1.0377 -0.1428 -2.3529
23 C -1.0517 0.7102 -3.5283
24 N 0.0976 0.5185 -4.3547
25 N -0.0239 0.1986 -5.6682
26 N 1.0991 0.1905 -6.2257
27 C 2.0672 0.5033 -5.3156
28 C 3.4527 0.6030 -5.4289
29 C 4.1447 0.9358 -4.2887
30 C 3.4951 1.1652 -3.0691
31 C 2.1284 1.0671 -2.9333
32 C 1.4204 0.7307 -4.0755
33 H -1.4485 1.6452 0.4674
34 H -2.2488 2.0607 -1.0519
35 H -0.5005 2.2683 -0.8918
36 H -0.8813 -2.9084 -0.6796
37 H -0.8323 -2.0616 -3.2808
38 H -1.1114 1.7520 -3.1896
39 H -1.9266 0.4766 -4.1494
40 H 3.9487 0.4212 -6.3678
41 H 5.2187 1.0257 -4.3242
42 H 4.0855 1.4252 -2.2057
43 H 1.6385 1.2426 -1.9881

Values from the calculation:
E_HOMO: -11.451 eV
orbital gap: 9.081 eV
maximum force: 1.4 eV/Å
charge: +1
E_LUMO: -0.0871 Eh

***

DFT (ωB97M-V/def2-TZVPD) results for a single C16H19N3O5S2 molecule at a distorted geometry.

CARTESIAN COORDINATES (ANGSTROEM)
1 C 2.8735 2.0967 -1.4403
2 S 1.7317 1.3232 -0.2724
3 O 2.4613 0.9903 0.9122
4 O 1.0205 0.2916 -0.9673
5 N 0.7220 2.6374 0.0528
6 C 0.5473 2.9868 1.4485
7 C -0.7652 2.3760 1.9844
8 N -1.0954 1.1852 1.2356
9 C -0.5409 -0.0348 1.5431
10 C 0.3629 -0.1936 2.6135
11 C 0.8912 -1.4231 2.8909
12 C 0.5521 -2.5405 2.1251
13 N 1.1258 -3.7808 2.4185
14 O 0.7680 -4.7426 1.7383
15 O 1.9377 -3.8688 3.3251
16 C -0.3686 -2.4177 1.0665
17 S -0.7330 -3.8356 0.1242
18 C -1.8780 -3.2089 -1.1908
19 C -1.2862 -2.1901 -2.0917
20 C -1.8234 -1.0535 -2.6301
21 C -0.8141 -0.4921 -3.4492
22 C 0.2543 -1.3253 -3.3418
23 O -0.0257 -2.3522 -2.5308
24 C -0.9291 -1.1731 0.8312
25 C -1.4775 1.5252 -0.1200
26 C -0.5220 2.6087 -0.6816
27 H 3.3509 2.9231 -0.9323
28 H 2.3073 2.4339 -2.2975
29 H 3.6030 1.3527 -1.7334
30 H 0.5383 4.0778 1.5427
31 H 1.4154 2.5880 1.9727
32 H -0.6987 2.1560 3.0485
33 H -1.5913 3.0800 1.8382
34 H 0.6837 0.6462 3.2040
35 H 1.5995 -1.5577 3.6936
36 H -2.8034 -2.8473 -0.7455
37 H -2.0909 -4.1287 -1.7411
38 H -2.8156 -0.6768 -2.4770
39 H -0.8836 0.4032 -4.0326
40 H 1.2343 -1.2934 -3.7728
41 H -1.6723 -1.0812 0.0622
42 H -1.4033 0.6483 -0.7565
43 H -2.5105 1.8942 -0.1236
44 H -0.9654 3.6066 -0.6220
45 H -0.2867 2.3866 -1.7216

Values from the calculation:
ΔE to the lowest compared entry with this formula, charge and spin: 209.98 kJ/mol
E_HOMO: -8.046 eV
orbital gap: 8.128 eV
maximum force: 1.5 eV/Å
E_LUMO: 0.0030 Eh

***

> What is the maximum force in the second record?

3.7 eV/Å

***

> Which formula does entry 8 have?

C16H19N3O5S2

***

> Number 2 is which compound?

C16H19BCrN6

***

> Which formula does entry 5 have?

C16H19ClFN5OS